No. 1
Computed, not measured: a molecular structure, BaFH2O in a non-equilibrium geometry, with ωB97M-V with the def2-TZVPD basis set.

The geometry in ORCA input format:
```
! wB97M-V def2-TZVPD RIJCOSX def2/J DEFGRID3
* xyz 1 1
H -1.01 -0.22 -0.14
F 0.27 -0.73 -1.74
Ba 1.78 0.41 -0.35
O -0.43 0.36 0.65
H -0.61 0.18 1.58
*
```

## Properties
* LUMO: -0.1743 Eh
* orbital gap: 0.3954 hartree


No. 2
Computed, not measured: C11H11Cl2NO2 in the gas phase in a non-equilibrium geometry, with ωB97M-V with the def2-TZVPD basis set.

The geometry in ORCA input format:
```
! wB97M-V def2-TZVPD RIJCOSX def2/J DEFGRID3
* xyz 0 1
O -1.87 -2.03 -1.35
C -1.44 -1.29 -0.54
C -0.11 -1.17 -0.17
C 0.54 -1.93 0.43
C 1.96 -1.80 0.40
C 2.53 -0.51 0.31
Cl 4.23 -0.11 0.22
C 1.86 0.56 -0.39
Cl 2.51 2.01 -0.72
C 0.37 0.17 -0.46
N -2.34 -0.56 0.23
C -3.85 -0.73 -0.12
C -4.54 0.64 0.06
O -3.56 1.56 0.03
C -2.60 1.70 0.83
C -2.16 0.19 1.34
H 0.23 -2.88 0.55
H 2.58 -2.53 1.05
H -0.20 0.82 -0.96
H -3.94 -1.27 -1.26
H -4.51 -1.42 0.71
H -4.98 0.95 1.01
H -5.21 0.89 -0.93
H -3.08 2.22 1.72
H -1.68 2.06 0.51
H -1.21 0.36 1.64
H -2.91 0.01 2.11
*
```

## Properties
* LUMO: -0.0028 Eh
* relative energy (zero: lowest compared OMol25 entry of this formula, charge and spin): 7.513 eV
* orbital gap: 0.3085 hartree
* structure (SMILES): O=C(c1ccc(Cl)c(Cl)c1)N1CCOCC1


No. 3
Computed, not measured: C20H27N3O4S2 in the gas phase in a non-equilibrium geometry, with ωB97M-V with the def2-TZVPD basis set.

The geometry in ORCA input format:
```
! wB97M-V def2-TZVPD RIJCOSX def2/J DEFGRID3
* xyz 0 1
C 2.09 3.58 -2.01
C 1.96 2.17 -2.60
C 2.01 2.15 -4.13
C 0.70 2.63 -4.74
C -0.44 1.75 -4.24
C -0.52 1.75 -2.71
C -1.17 3.01 -2.14
N 0.77 1.48 -2.10
S 0.95 -0.13 -1.74
O 0.42 -0.99 -2.76
O 2.30 -0.35 -1.30
C -0.12 -0.23 -0.29
C 0.15 0.64 0.75
C -0.63 0.58 1.89
C -1.65 -0.34 1.96
S -2.61 -0.45 3.46
O -3.97 -0.80 3.16
O -2.36 0.72 4.26
N -1.93 -1.80 4.16
C -0.66 -1.63 4.82
C 0.25 -2.85 4.60
C 0.39 -3.12 3.13
C -0.44 -4.04 2.49
C -0.29 -4.24 1.13
N 0.60 -3.60 0.40
C 1.39 -2.72 0.99
C 1.32 -2.45 2.35
C -1.92 -1.21 0.92
C -1.15 -1.15 -0.23
H 1.43 4.28 -2.50
H 1.86 3.56 -0.95
H 3.11 3.92 -2.15
H 2.79 1.57 -2.21
H 2.84 2.78 -4.47
H 2.20 1.13 -4.46
H 0.52 3.67 -4.48
H 0.76 2.57 -5.83
H -1.39 2.09 -4.65
H -0.27 0.72 -4.56
H -1.15 0.90 -2.41
H -0.71 3.91 -2.53
H -1.08 3.01 -1.06
H -2.22 3.03 -2.40
H 0.97 1.34 0.65
H -0.47 1.25 2.72
H -2.60 -2.38 4.63
H -0.20 -0.74 4.38
H -0.78 -1.44 5.90
H 1.22 -2.64 5.05
H -0.19 -3.71 5.10
H -1.18 -4.59 3.05
H -0.91 -4.95 0.60
H 2.10 -2.22 0.35
H 1.99 -1.72 2.80
H -2.74 -1.90 1.02
H -1.31 -1.80 -1.07
*
```

## Properties
* LUMO: 0.0027 Eh
* relative energy (zero: lowest compared OMol25 entry of this formula, charge and spin): 2.145 eV
* orbital gap: 0.3479 hartree
* structure (SMILES): C[C@@H]1CCC[C@H](C)N1S(=O)(=O)c1ccc(S(=O)(=O)NCCc2ccncc2)cc1


No. 4
Computed, not measured: C7H6O3S in the gas phase in a non-equilibrium geometry, with ωB97M-V with the def2-TZVPD basis set.

The geometry in ORCA input format:
```
! wB97M-V def2-TZVPD RIJCOSX def2/J DEFGRID3
* xyz 0 1
O -2.14 3.39 1.01
C -1.99 2.25 0.78
C -1.93 0.96 0.48
S -3.40 -0.01 0.12
C -2.50 -1.40 -0.42
C -1.19 -1.24 -0.27
C -0.75 0.13 0.14
C 0.55 0.20 0.95
O 1.31 -0.97 1.09
C 0.42 0.77 -0.44
O 0.37 2.15 -0.76
H -2.91 -2.36 -0.69
H -0.42 -2.08 -0.40
H 0.38 0.97 1.65
H 1.88 -0.68 1.75
H 1.08 0.43 -1.27
H -0.51 2.47 -0.90
*
```

## Properties
* LUMO: 0.0033 Eh
* relative energy (zero: lowest compared OMol25 entry of this formula, charge and spin): 2.928 eV
* orbital gap: 0.2862 hartree
* structure (SMILES): O=C=C1SC=CC12[C@@H](O)[C@@H]2O


No. 5
Computed, not measured: 2 unconnected molecules or ions with the total composition CH3NO2P2 in a non-equilibrium geometry, with ωB97M-V with the def2-TZVPD basis set.

The geometry in ORCA input format:
```
! wB97M-V def2-TZVPD RIJCOSX def2/J DEFGRID3
* xyz 0 1
N -1.68 1.07 0.86
C -1.02 0.97 -0.07
P 0.02 0.63 -1.49
O -0.82 1.41 -2.66
H 0.83 1.74 -1.21
H -1.31 0.84 -3.26
O 1.42 -2.90 1.64
P 0.92 -2.50 2.95
H 1.65 -1.26 3.23
*
```

## Properties
* LUMO: -0.0344 Eh
* relative energy (zero: lowest compared OMol25 entry of this formula, charge and spin): 1.409 eV
* orbital gap: 0.3239 hartree
* structure (SMILES): N#CPO.O=P


No. 6
Computed, not measured: 3 unconnected molecules or ions with the total composition C3H14N3O2 in a non-equilibrium geometry, with ωB97M-V with the def2-TZVPD basis set.

The geometry in ORCA input format:
```
! wB97M-V def2-TZVPD RIJCOSX def2/J DEFGRID3
* xyz 1 1
C 0.96 -1.20 1.27
C -0.31 -0.53 0.51
N -0.24 -0.80 -0.88
C -1.00 -0.19 -1.83
N -1.07 -0.78 -3.09
N -1.65 0.98 -1.69
H 1.21 -2.34 0.99
H 0.71 -1.03 2.37
H 1.78 -0.53 0.93
H -1.28 -0.89 0.96
H -0.31 0.56 0.74
H 0.24 -1.75 -1.01
H -0.46 -1.58 -3.10
H -1.31 -0.29 -3.88
H -1.93 1.52 -2.49
H -1.84 1.43 -0.77
H -1.80 2.06 1.93
H -2.77 0.90 1.90
O -2.59 1.71 1.47
H 4.88 1.11 3.37
H 5.42 -0.32 3.29
O 5.12 0.40 2.87
*
```

## Properties
* LUMO: -0.1084 Eh
* relative energy (zero: lowest compared OMol25 entry of this formula, charge and spin): 1.730 eV
* orbital gap: 0.3974 hartree


Question: Among the records above, which one has the highest orbital gap?
Answer: C3H14N3O2


Question: Number 5 is which compound?
Answer: CH3NO2P2


Please write out number 1 again, unchanged.
Computed, not measured: a molecular structure, BaFH2O in a non-equilibrium geometry, with ωB97M-V with the def2-TZVPD basis set.

The geometry in ORCA input format:
```
! wB97M-V def2-TZVPD RIJCOSX def2/J DEFGRID3
* xyz 1 1
H -1.01 -0.22 -0.14
F 0.27 -0.73 -1.74
Ba 1.78 0.41 -0.35
O -0.43 0.36 0.65
H -0.61 0.18 1.58
*
```

## Properties
* LUMO: -0.1743 Eh
* orbital gap: 0.3954 hartree


Question: Which of these has the highest orbital gap?
Answer: C3H14N3O2